Molecular formula: C2H2Cl3HfO6
Method: DFT, ωB97M-V with the def2-TZVPD basis set

The geometry in ORCA input format:
```
! RIJCOSX wB97M-V def2-TZVPD def2/J DEFGRID3
* xyz -1 1
O -0.65385 -0.62900 1.87828
O -0.40829 0.38934 -1.12867
Cl -2.34118 0.01019 -0.12404
Hf -0.39320 0.76777 0.64723
O 1.27838 0.97927 -0.21287
O 1.37517 0.97572 -2.55005
C -0.12744 -1.47984 1.12260
Cl 1.15018 1.25667 1.93202
H -0.80526 -2.99502 1.83063
C 0.76387 0.81566 -1.34890
H 0.74407 0.68437 -3.21218
Cl -0.74084 2.76064 -0.13485
O 0.47104 -0.74271 0.26908
O -0.31266 -2.79309 1.03177
*
```

Computed properties:
E_HOMO   -5.102 eV
ΔE to the lowest compared entry with this formula, charge and spin   1037.9 kJ/mol
Energy   -53263.953 eV
HOMO-LUMO gap   8.1 eV

***

Molecular formula: C29H53BIN4OP2Sr
Method: DFT, ωB97M-V with the def2-TZVPD basis set

The geometry in ORCA input format:
```
! RIJCOSX wB97M-V def2-TZVPD def2/J DEFGRID3
* xyz 1 1
H 6.34215 1.25847 -0.75136
C -2.08324 3.92166 0.28817
H 0.05166 -4.58350 -2.16443
H 0.32319 -5.11779 2.12751
H 0.44020 -6.13638 -1.42184
C 6.44373 0.38629 -0.10706
C -0.13432 -5.21505 -1.29224
C -2.83284 4.07601 -1.04250
C -0.20639 -2.51466 1.95136
H 2.17540 -3.63114 0.70620
H 2.17600 -4.09826 -0.99048
C -3.04171 -3.79980 0.39721
H -1.83642 -1.88152 -2.22371
H 1.07627 4.07686 -3.15460
H -0.47491 4.60534 -2.52448
C -0.11102 -5.44758 1.18376
C 1.82036 -4.38653 0.00208
H 2.29295 -5.33665 0.26307
H 2.49316 2.27615 -1.90040
H 5.96459 0.59704 0.84756
C 0.27678 3.82425 -2.45362
C 0.33679 2.44246 1.63702
C -1.63768 1.70545 3.94747
Sr 1.03897 0.83712 -0.66746
C 0.28720 -4.53954 0.01435
H -4.09861 -3.58939 0.21047
H 1.79873 -2.66723 -3.74134
H -1.18936 -5.51686 1.31101
H -1.18975 -5.48653 -1.29135
H 1.39935 5.78228 -1.22110
H 2.85147 3.93411 -1.63204
C 4.39780 -0.68828 -0.99220
H -0.18482 2.89476 -2.80785
I 3.43943 0.54756 -4.99932
H -3.45124 -2.55151 -1.97843
H -3.82804 4.46974 -0.82494
H 0.26548 -6.45626 0.99239
H -2.06344 -0.51162 -0.05808
H 0.70110 -3.02471 2.28072
H -2.90629 5.64213 1.24332
H -2.95391 3.11858 -1.55207
H -3.93877 3.45850 1.26356
C -2.56205 1.14275 4.82275
C 2.29293 3.10413 -1.19647
H -3.46531 -0.65424 5.55916
H -3.04302 2.00667 0.80345
H -3.70099 -1.17235 -0.09207
C 5.82987 -0.85413 -0.76227
H -2.72941 -1.30389 1.37260
H -3.13135 1.78381 5.48235
O 0.50081 0.12972 -3.07449
C 1.56974 -0.47624 -5.11587
C -2.19034 -2.69961 -0.23390
B 0.69324 -0.13503 1.69773
C -1.91467 5.28054 0.96206
H 5.96012 -1.73573 -0.13290
H -1.47479 2.77765 3.94795
H 0.23910 5.50849 0.07787
C -2.94065 3.02089 1.19677
C -2.39116 -2.69916 -1.75537
H 1.39099 2.49678 1.34373
C 0.84111 3.68590 -1.03598
C -0.92378 0.86869 3.10732
C -2.68868 -1.34317 0.28585
C 1.07968 -0.75469 -3.72123
N -0.15679 -1.11778 2.32504
H -2.53757 2.95316 2.20414
H -2.35125 4.77696 -1.71840
C -1.99088 -1.08417 4.06703
P -0.59438 2.82830 0.00663
H 7.50302 0.21465 0.07102
C -1.06888 -0.52665 3.19459
C -2.74479 -0.23387 4.87036
H -1.04253 -3.01311 2.44417
C 1.10276 5.08877 -0.43014
H 0.19788 3.23695 2.37269
P -0.34026 -2.76447 0.10329
H -2.08477 -3.63373 -2.22214
H -2.11195 -2.15705 4.14792
H -1.31751 5.22108 1.87389
N 0.09202 1.12857 2.17924
H -1.48038 6.02860 0.29879
H 6.29661 -1.06821 -1.72511
H 1.72585 -1.36973 -5.71096
H 1.91723 5.05900 0.29648
H 1.01226 -2.16015 -2.26186
H 2.80324 2.89684 -0.24792
N 3.27251 -0.55021 -1.16615
N 1.27967 -1.97543 -3.22968
H -2.82640 -4.78091 -0.02533
H 0.88342 0.20214 -5.61036
H -2.90948 -3.85126 1.47944
*
```

Computed properties:
E_HOMO   -8.687 eV
ΔE to the lowest compared entry with this formula, charge and spin   225.1 kJ/mol
Energy   -67128.115 eV
HOMO-LUMO gap   6.2 eV

***

Molecular formula: C3H4FNS
Method: DFT, ωB97M-V with the def2-TZVPD basis set

The geometry in ORCA input format:
```
! RIJCOSX wB97M-V def2-TZVPD def2/J DEFGRID3
* xyz 0 1
H 0.23666 -0.17841 2.16040
C -1.17947 0.24752 -1.43047
N 0.97504 -0.38976 1.45105
H -0.53053 0.30850 -2.29288
F -1.45223 -0.24184 0.79213
C -0.64548 0.00181 -0.25648
S 2.08503 0.10961 -0.89161
C 0.80890 -0.04858 0.15255
H -2.20081 0.49878 -1.54470
H 1.90291 -0.30763 1.86002
*
```

Computed properties:
E_HOMO   -8.748 eV
ΔE to the lowest compared entry with this formula, charge and spin   6.4 kJ/mol
SMILES   C=C(F)C(N)=S
Energy   -18217.932 eV
HOMO-LUMO gap   8.5 eV

***

Molecular formula: C18H14HgN5O2
Method: DFT, ωB97M-V with the def2-TZVPD basis set

The geometry in ORCA input format:
```
! RIJCOSX wB97M-V def2-TZVPD def2/J DEFGRID3
* xyz -2 2
H -4.90605 -3.40315 0.43790
C 4.04883 -0.15423 -0.77170
C 3.74995 1.03485 0.00077
N 1.29410 1.01117 -0.20061
Hg 1.03838 -1.17498 -0.63378
H -3.38726 -0.00177 -0.15282
C 1.31117 -3.31258 -0.51302
N -1.64794 -3.04341 0.03779
C 6.38173 -0.01143 0.00604
C -4.61879 3.05634 0.70168
C -2.77238 -2.80371 0.77472
H 6.86927 1.64733 1.29696
H -3.91827 -4.46079 -1.64802
N 0.17819 1.72251 -0.01302
C 5.38145 -0.62849 -0.73299
C -2.18546 1.75984 0.04219
N -3.37504 -3.97493 -0.96139
H 2.36810 2.62790 0.48234
C -3.40903 3.76498 0.67419
H -3.41259 4.82196 0.92662
H -2.72914 -2.21464 1.67609
C 4.80729 1.65930 0.68854
H -1.38778 -4.08566 -1.78559
C -3.86142 -3.37285 0.18001
H -1.28989 3.68640 0.34548
C -4.59482 1.69117 0.40239
C -3.41436 1.05753 0.07183
N 1.51724 -4.44886 -0.44818
H -5.55032 3.55406 0.94862
H 5.58866 -1.53134 -1.29724
C -2.03083 -3.73498 -0.99414
O 3.17533 -0.76215 -1.50779
C 2.43998 1.60647 0.10496
C -0.95458 1.05379 -0.25755
H 4.58452 2.56143 1.25351
H 7.37940 -0.44118 0.03451
H -5.51796 1.11972 0.45136
C -2.22324 3.14013 0.35804
C 6.09735 1.15204 0.71561
O -1.02380 -0.16779 -0.69433
*
```

Computed properties:
E_HOMO (spin up / spin down)   1.938 / -0.595 eV
Energy   -34611.748 eV
HOMO-LUMO gap (spin up / spin down)   2.7 / 5.2 eV

***

Molecular formula: C26H48Cl10O8S2
Method: DFT, ωB97M-V with the def2-TZVPD basis set

The geometry in ORCA input format:
```
! RIJCOSX wB97M-V def2-TZVPD def2/J DEFGRID3
* xyz 0 1
H -5.19128 2.12322 -2.07079
O 4.94003 6.32605 1.36862
Cl 4.43088 2.76364 -3.23594
Cl -0.17631 2.34107 -0.98881
C -5.15186 3.14916 -0.20501
H -5.54316 3.99531 -0.77746
H -0.84612 0.94219 -3.99595
H -2.24849 1.85317 -3.55878
H 1.80387 1.14587 3.55464
H 2.64274 2.90800 -0.21328
C 1.81701 4.90567 0.12291
H -0.64283 -4.19216 -0.41529
H -6.49677 1.65600 -0.95972
O -0.27650 -6.86461 -0.05329
Cl -1.60246 -3.33471 4.98434
H 1.78532 3.01007 1.22012
Cl 3.96148 1.82425 3.96310
H -4.47003 -4.77233 -0.16917
O 2.87132 -2.69289 -1.26609
H 1.24014 0.48993 -0.42842
O -1.72982 -2.02593 -1.64814
H 2.87573 2.59354 -1.43739
H -0.85680 -1.15330 0.18629
O 2.83620 -0.46416 -1.31764
H 1.87325 2.84524 3.37929
O -1.64937 -6.43321 2.08047
H 5.77373 -3.12792 -0.35696
C -2.37383 -1.49536 -3.93052
H 4.04653 -1.23693 1.14810
C 4.39657 -1.56289 0.16875
H 4.41771 3.22519 1.46957
C 2.75414 2.78624 -2.49798
C 2.21954 2.03934 4.02054
H 0.20849 0.16227 -1.69859
C 3.29465 -1.48082 -0.87751
S -1.33356 -6.19557 0.67935
C 1.74317 2.21991 5.45438
C 2.93038 5.80400 -0.44875
H 2.22949 3.08087 5.90663
C -2.67799 -0.08824 -4.43521
C -2.83467 -6.32836 -0.27498
O 5.48335 4.81098 -0.54522
S 4.53108 5.31919 0.40331
H -2.56933 -0.69213 4.16136
H -2.89258 -4.10587 1.56846
H -3.50306 -3.56206 3.56587
H -3.47047 -7.12625 0.09852
C 3.69093 -3.73903 -0.66367
C 0.18978 0.59138 -0.69385
C -1.19830 -4.35155 0.51481
H -2.27506 -0.04073 -5.45305
Cl -0.50453 0.24110 1.93314
H 5.11900 -0.81503 -0.15613
Cl -4.45977 0.50261 -0.54625
H -3.74907 0.09134 -4.46772
H -3.31914 -4.55666 -1.44316
C -0.82578 -0.06249 0.18132
H 3.08285 -4.44215 -0.10566
H 1.04944 4.67760 -0.61679
H -1.63688 -2.05743 -4.49857
H -3.85813 -2.84761 5.11069
C 1.85422 1.84945 -3.24402
C -5.44772 1.92772 -1.03203
H -3.30353 -2.06289 -3.95829
C -2.66458 -3.94686 0.51022
H 3.42886 4.47440 2.35248
H 1.86807 1.35867 6.10262
Cl -4.49713 -0.92602 2.90899
H -4.09939 3.40840 -0.11232
H 3.07547 5.73927 -1.52816
H 2.36691 0.94492 -3.54879
H 2.38931 3.80755 -2.60779
H 0.92951 1.77409 -2.67194
H -1.86281 0.15969 -0.06742
H -2.42122 -1.57877 2.62401
H -0.45184 -4.17522 1.29142
C 4.80020 -3.02211 0.13131
H 1.30217 5.52857 0.85574
H 5.09401 -3.37635 1.12113
Cl 1.27274 2.49450 -4.78910
H -2.63140 -6.50421 -1.32984
Cl -5.92205 3.16753 1.41469
H 2.75507 6.86479 -0.27363
H 4.15925 -4.16995 -1.54672
C -1.95558 -1.21276 -2.50217
C 2.45132 3.61409 0.59762
C -2.96883 -1.50191 3.55744
H -2.78927 -2.90563 0.21603
C -3.41280 -4.89871 -0.41305
C -3.16478 -2.80871 4.27578
O -1.83360 0.10293 -2.31689
C -1.83234 0.84856 -3.54481
C 3.66559 4.00857 1.40099
Cl -0.02868 2.44036 5.33363
*
```

Computed properties:
E_HOMO   -10.056 eV
ΔE to the lowest compared entry with this formula, charge and spin   193.7 kJ/mol
SMILES   O=S1(=O)CCCC1.O=S1(=O)CCCC1.O=C1CCCO1.O=C1CCCO1.ClCCCl.ClCCCl.ClCCCl.ClCCCl.ClCCCl
Energy   -191013.826 eV
HOMO-LUMO gap   10.2 eV

***

Molecular formula: C11H15FN5OPdS2
Method: DFT, ωB97M-V with the def2-TZVPD basis set

The geometry in ORCA input format:
```
! RIJCOSX wB97M-V def2-TZVPD def2/J DEFGRID3
* xyz -1 1
C 0.21036 -2.29762 2.02305
H 1.64403 3.55135 1.82825
H 1.20374 1.84483 2.01174
N 2.74423 0.27816 0.15091
H -0.05222 -4.23459 2.85393
F 0.53979 -1.14424 -1.60879
H 3.64454 -1.57545 0.28088
N -2.88654 1.10053 -1.68911
O 0.38058 -0.13697 1.13538
H 2.48138 -1.41266 -1.07336
C 2.33797 1.33792 -0.55863
H -2.29519 -4.57647 1.79334
Pd 0.03137 0.77696 -1.70974
C -1.53700 -1.46659 0.55851
N -1.85049 0.37753 -1.08575
H -3.17159 3.64521 -3.43172
H 1.16907 -2.13587 2.50313
C -1.73599 -3.66500 1.62826
S 2.29217 1.40902 -2.27964
C -2.25345 -0.56993 -0.31681
H 4.08929 -0.64074 -1.15723
C -0.47842 -3.46370 2.21891
S -0.86634 2.83235 -2.20550
H -3.20591 -2.78900 0.36858
C -2.23395 -2.65819 0.83526
H -3.33417 -0.71596 -0.34212
C 3.26556 -0.91824 -0.50143
H 2.10621 0.08783 0.93517
C 1.92931 2.53178 1.57654
N 1.94468 2.41583 0.13184
C -2.50821 2.23378 -2.15526
C -0.27116 -1.21858 1.20289
H 2.92316 2.32693 1.98193
H 1.59019 3.17126 -0.42874
H -4.36243 2.61420 -2.81877
N -3.48456 3.08434 -2.65590
*
```

Computed properties:
E_HOMO   -3.827 eV
ΔE to the lowest compared entry with this formula, charge and spin   0.0 kJ/mol
Energy   -49019.062 eV
HOMO-LUMO gap   6.8 eV

***

Molecular formula: C5H10NO
Method: DFT, ωB97M-V with the def2-TZVPD basis set

The geometry in ORCA input format:
```
! RIJCOSX wB97M-V def2-TZVPD def2/J DEFGRID3
* xyz 1 1
C -3.53338 1.02943 -0.13439
C 1.80437 -1.88967 1.41601
C -0.08541 0.04523 -1.10080
N -2.51569 0.77687 0.25867
H -4.35451 1.29535 -0.69374
H 0.04991 -0.01659 -2.24655
H 2.93385 -1.71478 1.71814
H 1.21629 1.68299 -0.94778
C 1.18833 -0.75697 0.76784
H -0.56800 2.06504 -1.43708
H -0.10795 1.71808 0.27630
H 1.27734 -2.10703 2.36268
H -1.15392 -0.19498 -1.14550
H 1.22695 0.23143 1.30399
O 0.61045 -0.92251 -0.34106
H 1.89385 -2.72683 0.67081
C 0.11752 1.48496 -0.72753
*
```

Computed properties:
E_HOMO   -15.727 eV
ΔE to the lowest compared entry with this formula, charge and spin   333.6 kJ/mol
Energy   -8875.123 eV
HOMO-LUMO gap   10.5 eV

***

Molecular formula: C25H40AlF11N3O12S2
Method: DFT, ωB97M-V with the def2-TZVPD basis set

The geometry in ORCA input format:
```
! RIJCOSX wB97M-V def2-TZVPD def2/J DEFGRID3
* xyz 1 1
O 7.63119 -0.15070 0.23642
O -3.12551 2.33548 -5.22726
H -2.28487 3.02835 -2.19009
C 3.80380 -0.00321 1.87105
H -2.52994 3.38736 -6.84519
H -3.41932 -0.64612 -5.12627
C -4.51596 -7.08639 -2.21129
C -1.33026 1.58969 2.11005
H 1.19749 2.22912 2.50938
H -0.61652 0.06783 7.79626
H -4.69382 -8.11921 -1.90404
C 8.54289 -0.87990 1.05827
F -2.62101 -4.22480 -1.95996
H -1.05433 1.60647 -0.83900
C 0.80605 0.38179 1.44245
H 1.74703 2.27601 0.86846
O 3.28364 7.46046 -1.87828
O 2.40023 4.59422 -0.91891
H -0.64652 -1.78331 2.06620
O 4.02009 7.46014 -4.19403
N 3.32724 5.27383 -3.20331
H 1.23536 -0.54608 1.84409
C -2.47646 -0.89819 2.68491
F -6.51921 -6.48616 -1.18744
Al 0.96182 -0.86296 -1.71651
H -1.65697 1.88899 -6.64234
H -2.48183 -2.88694 -0.50603
C -1.21135 1.04571 6.05608
O -2.08722 1.70658 5.50132
H 0.68549 0.18408 0.33241
H 8.32653 -1.93821 0.92079
C -3.18121 0.26195 2.86603
H 4.53794 -1.46213 3.41830
F -5.21572 -4.84811 -1.70485
O -3.28689 1.44841 -3.23038
F 2.57312 3.06287 -2.67724
H 2.85921 -1.55371 3.02414
O 2.87968 -0.10285 5.36650
O -4.72724 -6.18573 0.03707
F -0.52779 -0.98676 -0.40298
N -1.32537 0.60254 7.32878
H -0.84742 2.53346 1.88831
H 7.82785 0.78531 0.34487
H 7.37309 -0.67740 2.85991
C -5.22752 -6.11938 -1.25774
F -3.18639 -6.87152 -2.23251
H 3.75880 2.14291 1.90362
O -0.56869 2.32899 -1.25236
C 3.68076 -0.83894 3.17492
F -0.78873 -3.87649 -0.85891
S 2.21655 4.57035 -2.33578
C 1.68896 1.62225 1.74318
H -1.92982 0.02590 -5.82292
C 3.21939 0.15409 4.23103
F -1.99774 -4.40666 1.50742
C -1.50627 3.37767 -1.51250
H -3.28736 1.75151 -8.55153
H -3.80323 0.63885 -7.27784
O 0.87716 4.67110 -2.81544
H -2.16890 0.83230 7.82347
C -2.64913 2.33857 -6.58078
H 3.25844 -0.54049 1.09713
H -3.13425 2.47505 2.68205
H -4.11794 -5.28358 1.69143
O 3.20857 1.40171 3.68280
H 0.04695 1.06576 4.47739
C -0.58059 0.42445 1.93292
C -2.54049 -0.03504 -4.92576
H 9.08265 -1.05542 3.14724
C -4.05598 -5.07838 0.62242
N -0.06087 0.72742 5.41554
H 8.59022 0.57481 2.65604
H -1.93397 -0.52196 -4.16400
C -3.64124 1.68922 -7.52263
H 0.68878 0.19864 5.83021
F -4.98254 -6.90885 -3.46486
F 1.76379 7.13532 -3.65583
H -1.95563 3.72085 -0.57512
H -4.61299 -4.15159 0.47519
H -4.60884 2.18609 -7.45256
C -2.54961 -4.88976 0.34247
C -1.20800 -0.87260 2.22604
S 3.24233 6.86463 -3.17020
H -4.19794 0.22153 3.23783
F -1.98930 -6.09127 0.12596
H 9.56265 -0.68873 0.71233
H 4.87728 0.08419 1.71739
H -2.93448 -1.85615 2.90066
C -2.98666 1.30523 -4.38970
C -2.60100 1.54270 2.55467
C 3.12094 1.32578 2.24563
H -0.96421 4.19721 -1.97070
C 8.39370 -0.49093 2.51788
C -2.14455 -3.89910 -0.75192
*
```

Computed properties:
E_HOMO   -11.418 eV
Energy   -113761.146 eV
HOMO-LUMO gap   1.8 eV